This record from OMol25 describes a molecular structure, C3H6O4 in a non-equilibrium geometry. The level of theory is ωB97M-V with the def2-TZVPD basis set.

Properties
- Calculated total energy: -418.61732 Eh
- Highest occupied orbital energy: -0.32517 hartree
- F_max: 0.031 Eh/bohr
- Orbital gap: 9.0 eV
- E_LUMO: 0.144 eV
- Charge: 0

```
13
C3H6O4, DFT ωB97M-V with the def2-TZVPD basis set
C -0.370 -0.519 0.939
C -1.019 0.223 -0.107
C 1.725 0.333 -0.558
O 0.052 -1.746 0.603
O -1.426 -2.015 0.682
O 0.675 0.757 0.315
O -1.893 1.162 0.196
H -2.331 1.500 -0.597
H -0.477 -0.223 1.977
H -0.955 -0.167 -1.117
H 2.642 0.225 0.025
H 1.867 1.096 -1.325
H 1.509 -0.626 -1.035
```

Mulliken population analysis, charges in e, atoms 1 to 8:
1. C 0.224
2. C 0.110
3. C -0.643
4. O -0.268
5. O -0.535
6. O -0.418
7. O -0.422
8. H 0.386

This record from OMol25 describes a molecular structure, C4H10N2O2 in a non-equilibrium geometry. The level of theory is ωB97M-V with the def2-TZVPD basis set.

Properties
- Calculated total energy: -418.31908 Eh
- Highest occupied orbital energy: -0.27564 hartree
- F_max: 0.080 Eh/bohr
- Orbital gap: 8.3 eV
- E_LUMO: 0.839 eV
- Charge: 0

```
18
C4H10N2O2, DFT ωB97M-V with the def2-TZVPD basis set
C -0.943 0.006 -0.064
C 0.879 1.301 0.064
C -1.094 -0.987 -1.214
N -0.459 1.292 -0.528
C 0.192 -0.315 0.948
N 0.740 -1.568 0.910
O 1.925 1.003 -0.823
O 0.136 0.146 2.231
H 1.621 1.063 -1.738
H -1.039 2.078 -0.263
H -1.894 0.080 0.486
H 1.226 -1.870 0.074
H 0.993 -1.960 1.809
H 1.090 2.260 0.558
H 0.023 1.125 2.048
H -1.806 -0.587 -1.931
H -0.134 -1.113 -1.707
H -1.456 -1.953 -0.860
```

Mulliken population analysis, charges in e, atoms 1 to 8:
1. C 0.361
2. C -0.515
3. C -1.390
4. N -0.431
5. C 0.484
6. N -0.454
7. O -0.538
8. O -0.594

This record from OMol25 describes a molecular structure, C38H26BrMgN6O3. The level of theory is ωB97M-V with the def2-TZVPD basis set.

Properties
- Calculated total energy: -4792.28244 Eh
- Highest occupied orbital energy: -0.16802 hartree
- F_max: 0.006 Eh/bohr
- Orbital gap: 6.7 eV
- E_LUMO: 2.093 eV
- Charge: -1

```
75
C38H26BrMgN6O3, DFT ωB97M-V with the def2-TZVPD basis set
Mg 0.683 1.678 -0.070
Br 4.579 0.473 -9.184
C 3.651 -0.723 -8.041
C 2.562 -1.424 -8.529
C 1.898 -2.308 -7.691
C 2.299 -2.454 -6.370
C 3.407 -1.758 -5.898
C 4.087 -0.892 -6.735
N 1.658 -3.476 -5.585
N 1.158 -3.243 -4.472
C 1.023 -1.944 -3.923
C 0.667 -0.816 -4.635
C 0.421 0.409 -4.018
C 0.537 0.566 -2.633
O 0.322 1.669 -2.014
C 0.902 -0.620 -1.880
N 1.007 -0.449 -0.539
C 1.264 -1.480 0.223
C 1.452 -2.773 -0.303
C 1.382 -2.961 -1.654
C 1.100 -1.863 -2.501
H 2.243 -1.292 -9.554
H 1.063 -2.890 -8.057
H 3.728 -1.885 -4.872
H 4.948 -0.347 -6.376
H 0.546 -0.880 -5.708
H 0.122 1.268 -4.604
H 1.327 -1.299 1.291
H 1.654 -3.594 0.371
H 1.525 -3.940 -2.092
C 2.666 2.314 0.685
C 3.096 1.187 1.465
C 2.558 0.908 2.747
C 2.882 -0.231 3.445
C 3.781 -1.163 2.911
C 4.348 -0.904 1.659
C 4.014 0.233 0.961
C 4.128 -2.343 3.637
N 4.407 -3.296 4.223
H 3.334 2.565 -0.139
H 2.385 3.191 1.269
H 1.852 1.610 3.177
H 2.435 -0.417 4.414
H 5.051 -1.612 1.237
H 4.457 0.408 -0.013
O -0.539 3.388 0.820
C -1.152 2.512 1.443
N -2.196 2.700 2.301
C -2.746 1.410 2.688
C -1.719 0.451 1.991
O -1.787 -0.756 2.081
N -0.815 1.198 1.314
C -4.145 1.243 2.109
C -5.251 1.703 2.816
C -6.519 1.660 2.255
C -6.695 1.149 0.978
C -5.598 0.682 0.269
C -4.331 0.729 0.829
C -2.699 1.164 4.186
C -2.115 2.072 5.058
C -2.069 1.808 6.422
C -2.600 0.631 6.922
C -3.175 -0.286 6.051
C -3.226 -0.022 4.693
H -2.749 3.538 2.243
H -5.121 2.086 3.821
H -7.369 2.021 2.819
H -7.684 1.111 0.538
H -5.727 0.274 -0.726
H -3.486 0.351 0.268
H -1.684 2.984 4.667
H -1.610 2.526 7.090
H -2.561 0.423 7.984
H -3.582 -1.214 6.432
H -3.659 -0.742 4.013
```

Mulliken population analysis, charges in e, atoms 1 to 8:
1. Mg 0.909
2. Br -0.205
3. C 0.104
4. C -0.484
5. C -0.271
6. C -0.017
7. C 0.115
8. C -0.546

This record from OMol25 describes 7 unconnected molecules or ions with the total composition C33H26BF4O21 in a non-equilibrium geometry. The level of theory is ωB97M-V with the def2-TZVPD basis set.

Properties
- Calculated total energy: -3277.15799 Eh
- Highest occupied orbital energy: -0.24788 hartree
- F_max: 0.380 Eh/bohr
- Orbital gap: 6.1 eV
- E_LUMO: -0.631 eV
- Charge: -1

```
85
C33H26BF4O21, DFT ωB97M-V with the def2-TZVPD basis set
B -1.219 3.121 -10.881
F -0.318 3.535 -10.043
F -1.396 1.796 -10.696
F -2.515 3.686 -10.533
F -0.907 3.511 -12.164
C -1.719 0.993 -17.212
C -2.814 2.035 -17.362
C -2.995 2.953 -16.310
O -3.953 3.750 -16.371
C -2.111 2.898 -15.153
C -1.110 1.792 -15.020
C -0.838 0.862 -16.112
O -0.013 -0.049 -15.997
O -0.560 1.447 -13.838
O -3.604 2.083 -18.423
H -1.564 0.209 -18.033
H -2.266 3.579 -14.392
H -0.757 1.880 -13.146
H -4.122 2.796 -18.251
C -6.940 5.136 -13.444
C -6.078 5.067 -12.224
C -6.267 5.904 -11.094
O -5.503 5.843 -10.114
C -7.305 6.994 -11.164
C -8.249 6.983 -12.422
C -8.027 6.028 -13.510
O -8.904 6.017 -14.385
O -9.046 8.055 -12.633
O -4.915 4.261 -12.141
H -6.807 4.719 -14.332
H -7.432 7.815 -10.499
H -9.491 7.945 -13.479
H -4.396 4.689 -11.335
C 3.586 2.131 -5.263
C 2.718 3.095 -4.495
C 1.584 3.865 -5.186
O 0.901 4.592 -4.490
C 1.478 3.703 -6.662
C 2.416 2.790 -7.350
C 3.272 1.831 -6.639
O 3.702 0.772 -7.174
O 2.535 2.788 -8.667
O 2.819 3.338 -3.114
H 4.219 1.465 -4.563
H 0.937 4.316 -7.219
H 1.922 3.282 -8.801
H 2.558 4.236 -2.672
C 3.891 -1.665 -9.333
C 4.791 -0.727 -10.246
C 4.269 0.324 -11.051
O 5.071 1.031 -11.743
C 2.876 0.480 -10.958
C 1.936 -0.371 -10.118
C 2.478 -1.595 -9.389
O 1.631 -2.406 -8.853
O 0.693 -0.041 -9.572
O 6.134 -1.040 -10.214
H 4.501 -2.392 -8.751
H 2.244 1.155 -11.577
H 0.532 0.816 -9.889
H 6.468 -0.523 -10.943
C -4.590 6.050 -4.566
C -3.600 7.219 -4.880
C -2.936 7.377 -6.173
O -2.203 8.266 -6.401
C -3.050 6.217 -7.091
C -4.009 5.056 -6.736
C -4.754 4.944 -5.503
O -5.343 3.938 -5.015
O -4.034 3.980 -7.633
O -3.560 8.297 -4.117
H -5.098 6.006 -3.712
H -2.517 6.075 -8.020
H -3.881 4.127 -8.393
H -3.036 8.860 -4.604
C -5.822 0.078 -8.286
C -5.668 -0.206 -9.715
O -6.461 -0.724 -10.486
C -4.340 0.206 -10.411
H -6.854 0.401 -8.001
H -5.094 0.813 -8.271
H -5.598 -0.646 -7.516
H -4.451 1.241 -10.838
H -4.170 -0.182 -11.432
H -3.498 0.317 -9.757
```

Mulliken population analysis, charges in e, atoms 1 to 8:
1. B 0.189
2. F -0.094
3. F -0.388
4. F -0.362
5. F -0.375
6. C -0.701
7. C 0.003
8. C 1.475

This record from OMol25 describes C4H7NO in the gas phase in a non-equilibrium geometry. The level of theory is ωB97M-V with the def2-TZVPD basis set.

Properties
- Calculated total energy: -286.41662 Eh
- Highest occupied orbital energy: -0.33523 hartree
- F_max: 0.095 Eh/bohr
- Orbital gap: 10.1 eV
- E_LUMO: 0.966 eV
- SMILES: C#CON(C)C
- Charge: 0

```
13
C4H7NO, DFT ωB97M-V with the def2-TZVPD basis set
C 1.850 -1.618 -1.499
C 1.385 -0.599 -1.056
O 0.861 0.603 -0.708
N -0.094 0.156 0.354
C 0.009 1.133 1.453
C -1.336 -0.176 -0.261
H 2.125 -2.513 -1.866
H -0.641 1.930 1.143
H -0.237 0.695 2.339
H 1.074 1.536 1.403
H -1.162 -1.178 -0.801
H -2.065 -0.373 0.540
H -1.769 0.403 -1.041
```

Mulliken population analysis, charges in e, atoms 1 to 8:
1. C -0.257
2. C -0.022
3. O -0.336
4. N -0.023
5. C -0.866
6. C -0.800
7. H 0.452
8. H 0.346

This record from OMol25 describes C5H6O in the gas phase. The level of theory is ωB97M-V with the def2-TZVPD basis set.

Properties
- Calculated total energy: -269.33649 Eh
- Highest occupied orbital energy: -0.35368 hartree
- F_max: 0.010 Eh/bohr
- Orbital gap: 10.6 eV
- E_LUMO: 1.002 eV
- SMILES: O=C1CC=CC1
- Charge: 0

```
12
C5H6O, DFT ωB97M-V with the def2-TZVPD basis set
O 1.997 1.265 -0.153
C 0.973 0.633 -0.206
C -0.443 1.190 -0.021
C -1.166 -0.014 0.522
C -0.473 -1.138 0.332
C 0.825 -0.885 -0.391
H -0.811 1.512 -1.007
H -0.462 2.065 0.635
H -2.103 0.056 1.066
H -0.753 -2.120 0.700
H 1.674 -1.461 -0.013
H 0.744 -1.095 -1.469
```

Mulliken population analysis, charges in e, atoms 1 to 8:
1. O -0.547
2. C 0.307
3. C -0.467
4. C -0.362
5. C -0.364
6. C -0.470
7. H 0.232
8. H 0.326

This record from OMol25 describes C22H30N2O2 in the gas phase. The level of theory is ωB97M-V with the def2-TZVPD basis set.

Properties
- Calculated total energy: -1116.23867 Eh
- Highest occupied orbital energy: -0.30244 hartree
- F_max: 0.017 Eh/bohr
- Orbital gap: 9.0 eV
- E_LUMO: 0.769 eV
- SMILES: O=C(CCC1CCN(Cc2ccc(C#CCCO)cc2)CC1)NC1CC1
- Charge: 0

```
56
C22H30N2O2, DFT ωB97M-V with the def2-TZVPD basis set
O 5.742 0.976 -1.155
C 5.656 -0.052 -0.518
C 4.841 -0.213 0.750
C 4.027 1.038 1.073
C 2.863 1.275 0.105
C 1.742 0.248 0.273
C 0.574 0.574 -0.667
N 0.040 1.913 -0.503
C -0.783 2.072 0.683
C -2.043 1.258 0.565
C -2.501 0.479 1.619
C -3.663 -0.258 1.502
C -4.389 -0.234 0.312
C -5.579 -0.990 0.184
C -6.569 -1.668 0.093
C -7.816 -2.390 -0.055
C -8.998 -1.408 -0.113
O -8.939 -0.562 -1.232
C -3.930 0.546 -0.751
C -2.772 1.283 -0.620
C 1.094 2.898 -0.639
C 2.277 2.675 0.310
N 6.319 -1.169 -0.918
C 6.363 -2.424 -0.250
C 7.301 -2.617 0.913
C 7.583 -3.275 -0.404
H 5.537 -0.424 1.566
H 4.190 -1.081 0.646
H 3.642 0.964 2.093
H 4.696 1.900 1.023
H 3.250 1.214 -0.917
H 2.096 -0.759 0.046
H 1.394 0.252 1.309
H -0.240 -0.141 -0.521
H 0.919 0.490 -1.703
H -1.056 3.132 0.747
H -0.265 1.808 1.619
H -1.943 0.449 2.545
H -4.015 -0.862 2.326
H -7.952 -3.072 0.788
H -7.788 -2.974 -0.980
H -9.936 -1.961 -0.206
H -9.027 -0.818 0.816
H -8.082 -0.116 -1.226
H -4.490 0.566 -1.676
H -2.407 1.882 -1.440
H 0.665 3.891 -0.485
H 1.455 2.841 -1.672
H 1.947 2.788 1.346
H 3.041 3.429 0.116
H 6.889 -1.057 -1.746
H 5.403 -2.932 -0.202
H 6.978 -3.226 1.742
H 7.922 -1.780 1.195
H 7.455 -4.343 -0.488
H 8.395 -2.885 -0.998
```

Mulliken population analysis, charges in e, atoms 1 to 8:
1. O -0.670
2. C 0.596
3. C -0.772
4. C -1.274
5. C 0.680
6. C -0.468
7. C -1.328
8. N 0.094

This record from OMol25 describes 2 unconnected molecules or ions with the total composition C2H5BrS2 in a non-equilibrium geometry. The level of theory is ωB97M-V with the def2-TZVPD basis set.

Properties
- Calculated total energy: -3449.49136 Eh
- Highest occupied orbital energy: -0.32555 hartree
- F_max: 0.067 Eh/bohr
- Orbital gap: 9.4 eV
- E_LUMO: 0.570 eV
- Charge: 0

```
10
C2H5BrS2, DFT ωB97M-V with the def2-TZVPD basis set
C -0.449 1.034 0.964
C -0.222 -0.407 -0.531
S 0.421 0.603 -1.931
S 0.860 -1.842 -0.068
Br 0.611 0.627 2.465
H -1.429 0.793 1.320
H -0.242 2.066 0.698
H -1.178 -0.731 -1.014
H 1.537 0.717 -1.352
H 0.091 -2.860 -0.551
```

Mulliken population analysis, charges in e, atoms 1 to 8:
1. C -0.474
2. C -0.380
3. S -0.140
4. S -0.125
5. Br -0.095
6. H 0.298
7. H 0.336
8. H 0.329

Question: Number 2 is which compound?
Answer: C4H10N2O2